(1)
{"formula": "C2H4Si", "method": "ωB97M-V/def2-TZVPD", "species": ["C", "C", "Si", "H", "H", "H", "H"], "positions_angstrom": [[1.06, 1.71, 0.05], [0.37, 0.69, 0.15], [-0.52, -0.98, -0.08], [1.75, 2.36, 0.34], [-1.84, -0.36, -0.60], [-0.94, -1.64, 1.21], [0.12, -1.78, -1.07]], "e_above_lowest_kj_mol": 38.4, "orbital_gap_ev": 11.137, "spin_multiplicity": 1, "smiles": "C#C[SiH3]", "energy_ha": -367.98817, "homo_ev": -10.18}


(2)
{"formula": "C2H5AlClO2", "method": "ωB97M-V/def2-TZVPD", "species": ["Cl", "Al", "O", "C", "C", "O", "H", "H", "H", "H", "H"], "positions_angstrom": [[-1.33, -2.52, -0.86], [-1.06, -0.33, -1.10], [-1.25, 0.44, 0.47], [0.01, 0.44, 1.10], [1.17, 0.24, 0.05], [0.65, 0.03, -1.24], [-2.01, 0.19, -2.27], [0.16, 1.38, 1.63], [0.06, -0.38, 1.83], [1.82, 1.12, 0.04], [1.79, -0.62, 0.36]], "orbital_gap_ev": 8.976, "spin_multiplicity": 1, "charge": -1, "energy_ha": -932.52218, "homo_ev": -5.05}


(3)
{"formula": "C2H5AsCl2F6NiO5PY", "method": "ωB97M-V/def2-TZVPD", "species": ["Y", "Ni", "C", "O", "H", "H", "H", "P", "O", "O", "O", "O", "As", "F", "F", "F", "F", "F", "F", "C", "Cl", "Cl", "H", "H"], "positions_angstrom": [[2.56, 9.15, 1.39], [3.67, 11.77, -0.20], [3.00, 12.62, 2.64], [3.16, 11.44, 1.88], [3.40, 13.48, 2.09], [1.96, 12.80, 2.93], [3.49, 12.57, 3.62], [3.09, 9.65, -1.38], [4.06, 9.80, -0.03], [4.33, 10.56, -1.79], [2.09, 10.45, -0.46], [3.38, 8.32, -0.54], [7.29, 11.85, 0.07], [8.98, 11.45, -0.18], [7.17, 12.19, -1.66], [5.52, 12.23, 0.22], [7.39, 11.55, 1.77], [7.67, 13.55, 0.27], [6.88, 10.19, -0.25], [0.54, 12.66, 5.52], [-0.94, 12.36, 4.57], [1.45, 11.11, 5.71], [1.21, 13.33, 5.00], [0.34, 13.02, 6.53]], "orbital_gap_ev": [5.516, 5.370], "spin_multiplicity": 3, "energy_ha": -6098.65066, "homo_ev": [-8.36, -8.30]}


(4)
{"formula": "C2H5B", "method": "ωB97M-V/def2-TZVPD", "species": ["B", "C", "C", "H", "H", "H", "H", "H"], "positions_angstrom": [[1.41, 0.13, 0.03], [-0.16, -0.18, -0.10], [-1.46, 0.14, 0.11], [2.11, 0.73, -0.87], [2.07, -0.16, 1.01], [-0.15, -1.27, -0.32], [-2.18, -0.46, -0.40], [-1.64, 1.06, 0.54]], "e_above_lowest_kj_mol": 98.8, "orbital_gap_ev": 9.848, "spin_multiplicity": 1, "smiles": "BC=C", "energy_ha": -103.95472, "homo_ev": -9.66}


(5)
{"formula": "C2H5BO", "method": "ωB97M-V/def2-TZVPD", "species": ["B", "C", "C", "O", "H", "H", "H", "H", "H"], "positions_angstrom": [[1.98, -0.06, -0.16], [-0.48, 0.85, 0.51], [-1.55, -0.05, 0.11], [0.73, 0.47, 0.23], [2.52, 0.08, -1.22], [2.62, -0.76, 0.55], [-1.73, -1.09, 0.39], [-2.37, 0.39, 0.61], [-1.74, 0.17, -1.03]], "e_above_lowest_kj_mol": 440.9, "orbital_gap_ev": 8.913, "spin_multiplicity": 1, "energy_ha": -179.16646, "homo_ev": -8.32}


(6)
{"formula": "C2H5BO4", "method": "ωB97M-V/def2-TZVPD", "species": ["B", "C", "C", "O", "O", "O", "O", "H", "H", "H", "H", "H"], "positions_angstrom": [[1.88, 0.62, -0.64], [-0.08, -1.04, -0.07], [-2.27, -0.60, 0.76], [-0.19, -2.22, -0.25], [1.22, 1.72, -0.93], [3.13, 0.30, -0.52], [-0.95, -0.14, 0.43], [-2.88, 0.16, 0.26], [-2.51, -0.81, 1.75], [-2.46, -1.59, 0.41], [1.39, 2.69, -1.10], [3.72, 0.90, -0.10]], "e_above_lowest_kj_mol": 327.2, "orbital_gap_ev": [7.519, 7.519], "spin_multiplicity": 1, "energy_ha": -404.97938, "homo_ev": [-7.67, -7.67]}


(7)
{"formula": "C2H5Br3NO", "method": "ωB97M-V/def2-TZVPD", "species": ["C", "C", "N", "O", "Br", "Br", "Br", "H", "H", "H", "H", "H"], "positions_angstrom": [[0.09, 0.44, -0.41], [2.99, 0.74, 0.53], [-0.45, -0.83, 0.23], [2.59, 1.71, 1.07], [-0.38, 1.90, 1.04], [2.55, -0.98, 1.13], [3.99, 0.70, -1.06], [-0.65, 0.89, -1.13], [-0.13, -1.53, -0.31], [-1.39, -0.80, 0.59], [-0.04, -0.96, 1.12], [0.95, 2.18, 1.39]], "e_above_lowest_kj_mol": 402.4, "orbital_gap_ev": 9.501, "spin_multiplicity": 1, "charge": 1, "energy_ha": -7930.82843, "homo_ev": -13.61}


(8)
{"formula": "C2H5Br3Si", "method": "ωB97M-V/def2-TZVPD", "species": ["C", "Si", "Br", "Br", "C", "Br", "H", "H", "H", "H", "H"], "positions_angstrom": [[-0.43, -0.95, 0.56], [-0.36, 0.90, 0.96], [-1.73, 2.07, -0.30], [-1.14, 1.19, 3.06], [1.46, 1.52, 0.89], [2.56, 0.09, 0.14], [-1.07, -1.44, 1.28], [-0.93, -1.22, -0.46], [0.64, -1.34, 0.64], [1.87, 1.70, 1.87], [1.46, 2.39, 0.25]], "e_above_lowest_kj_mol": 0.0, "orbital_gap_ev": 10.535, "spin_multiplicity": 1, "smiles": "C[Si](Br)(Br)CBr", "energy_ha": -8090.84364, "homo_ev": -10.13}


(9)
{"formula": "C2H5BrCl2N", "method": "ωB97M-V/def2-TZVPD", "species": ["C", "C", "N", "Cl", "Cl", "Br", "H", "H", "H", "H", "H"], "positions_angstrom": [[-1.02, -0.91, -0.14], [0.88, 1.36, 1.50], [-0.06, -0.95, -1.16], [1.91, 0.80, 0.23], [-0.31, 2.48, 0.95], [-2.31, 0.42, -0.09], [-0.70, -1.24, 0.80], [0.95, 1.06, 2.61], [-0.55, -0.63, -2.10], [0.28, -1.95, -1.47], [0.94, -0.44, -1.13]], "orbital_gap_ev": [8.302, 8.984], "spin_multiplicity": 3, "charge": 1, "energy_ha": -3627.92274, "homo_ev": [-12.12, -14.85]}


(10)
{"formula": "C2H5BrCl2NO2", "method": "ωB97M-V/def2-TZVPD", "species": ["Br", "C", "N", "O", "O", "H", "H", "H", "C", "Cl", "Cl", "H", "H"], "positions_angstrom": [[-1.24, -0.86, -2.30], [-1.99, 0.32, 0.91], [-0.80, -0.36, 1.44], [-1.02, -1.39, 2.06], [0.27, 0.28, 1.30], [-2.74, -0.46, 0.79], [-1.67, 0.78, -0.02], [-2.20, 1.11, 1.62], [2.19, 0.22, -1.15], [2.14, -1.47, -0.49], [3.68, 0.59, -2.08], [1.31, 0.37, -1.78], [2.09, 0.88, -0.30]], "orbital_gap_ev": [10.711, 6.657], "spin_multiplicity": 2, "energy_ha": -3778.68440, "homo_ev": [-10.85, -10.83]}